{
  "formula": "C6H15NO",
  "method": "wB97M-V/def2-TZVPD",
  "gap_ev": [10.25, 5.04],
  "charge": 1,
  "de_lowest_ev": 3.862,
  "multiplicity": 2,
  "lumo_energy_ev": [-4.109, -9.297],
  "s2": 0.76,
  "species": ["C", "C", "O", "N", "H", "H", "H", "H", "H", "C", "C", "C", "C", "H", "H", "H", "H", "H", "H", "H", "H", "H", "H"],
  "coordinates": [[1.58, -1.06, 1.20], [1.01, -2.37, 1.67], [1.77, -3.17, 2.11], [-0.36, -2.57, 1.82], [0.95, -0.58, 0.40], [2.70, -1.20, 1.18], [-0.72, -3.48, 2.19], [-0.99, -1.96, 1.18], [1.32, -0.44, 2.01], [-0.37, 0.99, -0.65], [0.72, 1.79, -1.56], [-1.48, 2.04, -0.22], [-0.91, -0.21, -1.27], [0.21, 0.72, 0.37], [1.58, 2.12, -1.12], [-2.21, 2.46, -0.96], [-2.24, 1.78, 0.43], [-0.97, 2.89, 0.21], [-1.67, -0.03, -2.10], [-0.33, -0.85, -2.03], [0.44, 2.73, -2.02], [1.17, 1.30, -2.31], [-1.19, -0.89, -0.51]],
  "lowdin_spin": [0.09, 0.10, 0.71, 0.06, 0.01, 0.00, 0.00, 0.00, 0.00, 0.01, 0.00, 0.00, 0.00, 0.00, 0.00, 0.00, 0.00, 0.00, 0.00, 0.00, 0.00, 0.00, 0.00]
}

{
  "formula": "C30H34BCoN11O4",
  "method": "wB97M-V/def2-TZVPD",
  "gap_ev": [6.57, 6.58],
  "charge": -1,
  "de_lowest_ev": 1.421,
  "multiplicity": 3,
  "lumo_energy_ev": [2.547, 2.353],
  "s2": 2.42,
  "species": ["Co", "C", "C", "N", "N", "C", "B", "N", "C", "C", "C", "N", "N", "C", "C", "C", "N", "N", "C", "C", "C", "N", "H", "H", "H", "H", "H", "H", "H", "H", "H", "H", "H", "H", "C", "C", "N", "C", "C", "N", "C", "O", "O", "C", "O", "O", "H", "H", "H", "H", "H", "C", "C", "C", "C", "C", "C", "C", "C", "C", "C", "C", "C", "N", "H", "H", "H", "H", "H", "H", "H", "H", "H", "H", "H", "H", "H", "H", "H", "H", "H"],
  "coordinates": [[0.23, -0.53, 0.46], [-0.21, 3.48, -0.75], [-0.55, 2.45, 0.17], [0.44, 1.59, 0.26], [1.44, 2.01, -0.62], [1.04, 3.15, -1.23], [2.37, 0.90, -1.21], [3.02, 0.16, -0.03], [4.24, -0.31, 0.15], [4.20, -1.22, 1.21], [2.85, -1.30, 1.60], [2.09, -0.51, 0.81], [1.62, -0.18, -2.05], [1.79, -0.65, -3.30], [0.87, -1.67, -3.50], [0.15, -1.79, -2.30], [0.59, -0.88, -1.44], [3.40, 1.61, -2.11], [4.48, 2.32, -1.68], [4.97, 3.07, -2.72], [4.12, 2.73, -3.81], [3.12, 1.95, -3.39], [-0.78, 4.32, -1.12], [-1.49, 2.42, 0.67], [1.73, 3.61, -1.97], [5.05, -0.01, -0.48], [5.04, -1.77, 1.60], [2.48, -1.97, 2.39], [2.56, -0.21, -3.90], [0.78, -2.27, -4.38], [-0.67, -2.45, -2.13], [4.88, 2.15, -0.68], [5.88, 3.65, -2.73], [4.20, 3.10, -4.85], [-0.90, 2.78, -4.63], [-1.75, 1.78, -3.98], [-1.45, 1.19, -2.84], [-2.51, 0.41, -2.48], [-3.45, 0.46, -3.53], [-2.98, 1.41, -4.42], [-4.69, -0.20, -3.88], [-5.25, -1.04, -2.98], [-5.22, 0.04, -4.95], [-2.64, -0.27, -1.14], [-3.79, -0.76, -0.88], [-1.73, -0.26, -0.25], [0.06, 2.28, -4.81], [-0.71, 3.65, -3.96], [-1.35, 3.19, -5.51], [-3.50, 1.73, -5.25], [-4.80, -0.92, -2.09], [-2.25, 1.21, 3.42], [-1.24, 0.77, 4.54], [-0.06, 1.77, 4.73], [-0.69, -0.65, 4.38], [-0.18, -1.27, 5.48], [0.21, -2.62, 5.42], [-0.11, -3.46, 4.31], [-0.67, -2.92, 3.20], [-1.32, -3.69, 2.12], [-2.63, -2.99, 1.68], [-0.40, -3.93, 0.89], [-0.63, -1.42, 3.14], [-0.37, -0.83, 2.03], [-2.65, 2.23, 3.62], [-3.07, 0.48, 3.29], [-1.77, 1.31, 2.46], [-1.76, 0.77, 5.50], [0.61, 1.79, 3.88], [0.57, 1.52, 5.59], [-0.43, 2.78, 4.93], [-0.08, -0.69, 6.41], [0.75, -3.02, 6.27], [0.06, -4.55, 4.39], [-1.59, -4.67, 2.54], [-2.45, -2.07, 1.10], [-3.30, -2.79, 2.52], [-3.20, -3.64, 1.02], [-0.29, -2.95, 0.40], [-0.91, -4.58, 0.24], [0.62, -4.33, 1.12]],
  "lowdin_spin": [0.94, 0.00, 0.01, 0.04, 0.00, 0.00, 0.00, 0.00, 0.00, 0.00, 0.00, 0.00, 0.00, 0.00, 0.00, 0.00, 0.00, 0.00, 0.00, 0.00, 0.00, 0.00, 0.00, 0.00, 0.00, 0.00, 0.00, 0.00, 0.00, 0.00, 0.00, 0.00, 0.00, 0.00, 0.00, 0.00, 0.00, 0.00, 0.00, 0.00, 0.00, 0.00, 0.00, 0.00, 0.00, 0.00, 0.00, 0.00, 0.00, 0.00, 0.00, 0.00, 0.02, 0.01, 0.18, -0.01, 0.24, -0.01, 0.16, 0.02, 0.01, 0.00, 0.01, 0.36, 0.00, 0.00, 0.00, 0.01, 0.00, 0.00, 0.00, -0.01, 0.02, 0.00, 0.00, 0.00, 0.00, 0.00, -0.01, 0.00, 0.00]
}

{
  "formula": "C23H15CuF6N4O6PS2",
  "method": "wB97M-V/def2-TZVPD",
  "gap_ev": 7.86,
  "charge": -1,
  "de_lowest_ev": 0.681,
  "lumo_energy_ev": 2.287,
  "species": ["Cu", "F", "C", "F", "F", "S", "O", "O", "N", "S", "O", "O", "C", "F", "F", "F", "O", "N", "C", "C", "N", "C", "N", "O", "P", "C", "C", "C", "C", "C", "C", "C", "C", "C", "C", "C", "C", "C", "C", "C", "C", "C", "C", "H", "H", "H", "H", "H", "H", "H", "H", "H", "H", "H", "H", "H", "H", "H"],
  "coordinates": [[-1.03, -1.44, 1.16], [-1.21, -4.23, -3.71], [-0.45, -3.30, -3.12], [0.51, -3.91, -2.43], [0.11, -2.56, -4.08], [-1.44, -2.22, -2.02], [-0.43, -1.44, -1.33], [-2.36, -1.55, -2.89], [-2.21, -3.23, -1.08], [-1.70, -3.64, 0.36], [-2.50, -3.03, 1.42], [-0.27, -3.72, 0.55], [-2.25, -5.39, 0.39], [-1.68, -6.10, -0.57], [-3.58, -5.49, 0.26], [-1.90, -5.90, 1.57], [0.09, -1.74, 2.94], [0.03, -2.83, 3.58], [1.13, -3.17, 4.23], [1.12, -4.38, 4.99], [1.13, -5.35, 5.61], [2.31, -2.35, 4.12], [3.25, -1.70, 4.01], [-1.17, 0.60, 0.90], [-0.26, 1.46, 0.07], [-0.19, 3.10, 0.84], [-0.39, 3.15, 2.22], [-0.29, 4.37, 2.88], [-0.01, 5.53, 2.17], [0.18, 5.47, 0.80], [0.08, 4.26, 0.13], [1.45, 0.93, 0.00], [2.38, 1.63, -0.78], [3.72, 1.28, -0.74], [4.14, 0.24, 0.09], [3.23, -0.42, 0.89], [1.88, -0.08, 0.85], [-0.90, 1.72, -1.59], [-0.25, 1.27, -2.74], [-0.83, 1.46, -3.99], [-2.06, 2.07, -4.09], [-2.73, 2.50, -2.94], [-2.15, 2.32, -1.70], [-0.62, 2.25, 2.76], [-0.44, 4.40, 3.95], [0.06, 6.48, 2.69], [0.39, 6.38, 0.24], [0.21, 4.23, -0.94], [2.07, 2.46, -1.40], [4.43, 1.81, -1.35], [5.19, -0.03, 0.13], [3.55, -1.20, 1.58], [1.21, -0.61, 1.52], [0.69, 0.73, -2.66], [-0.33, 1.10, -4.87], [-2.52, 2.21, -5.06], [-3.71, 2.95, -3.02], [-2.68, 2.64, -0.81]],
  "mulliken_charge": [0.42, -0.24, 0.58, -0.20, -0.21, 1.07, -0.37, -0.73, -0.54, 1.48, -0.68, -0.52, 0.47, -0.22, -0.23, -0.21, -0.35, -0.47, 0.52, 0.06, -0.53, 0.35, -0.57, -0.72, 1.16, 0.49, -0.65, -0.61, -0.43, -0.68, -0.29, 0.99, -0.22, -0.74, -0.58, -0.64, -0.50, 0.39, -0.19, -0.58, -0.42, -0.72, -0.74, 0.44, 0.40, 0.37, 0.40, 0.29, 0.35, 0.40, 0.39, 0.38, 0.37, 0.41, 0.40, 0.38, 0.40, 0.42]
}

{
  "formula": "C32H63BF3N4O8PS2",
  "method": "wB97M-V/def2-TZVPD",
  "gap_ev": 7.24,
  "charge": 0,
  "lumo_energy_ev": -0.341,
  "species": ["C", "C", "P", "N", "S", "O", "O", "C", "F", "F", "F", "O", "C", "C", "C", "C", "C", "C", "C", "C", "C", "O", "C", "C", "C", "C", "C", "N", "C", "C", "C", "C", "C", "N", "C", "S", "B", "O", "O", "C", "O", "H", "H", "H", "H", "H", "H", "H", "H", "H", "H", "H", "H", "H", "H", "H", "H", "H", "H", "H", "H", "H", "H", "H", "H", "H", "H", "H", "H", "H", "H", "H", "H", "H", "H", "H", "H", "H", "H", "H", "H", "H", "H", "H", "C", "C", "N", "C", "C", "C", "C", "C", "O", "C", "H", "H", "H", "H", "H", "H", "H", "H", "H", "H", "H", "H", "H", "H", "H", "H", "H", "H", "H", "H"],
  "coordinates": [[2.99, -0.15, 2.56], [1.98, -1.32, 2.63], [0.99, -1.60, 1.00], [0.50, -3.19, 1.66], [-0.75, -0.46, 1.86], [-0.26, 0.74, 2.53], [-1.65, -0.12, 0.78], [-1.82, -1.39, 3.08], [-1.19, -1.70, 4.23], [-2.36, -2.50, 2.59], [-2.84, -0.56, 3.40], [0.16, -1.76, -0.44], [0.73, -2.62, -1.46], [-0.02, -3.97, -1.43], [-1.49, -3.88, -1.86], [-2.42, -3.18, -0.84], [-3.89, -3.33, -1.31], [-4.92, -2.81, -0.26], [-5.90, -1.82, -0.94], [-7.19, -1.57, -0.10], [-8.42, -2.05, -0.91], [-9.50, -2.33, -0.03], [-10.25, -1.17, 0.29], [0.49, -1.77, -2.74], [0.61, -2.54, -4.08], [2.03, -2.90, -4.55], [2.87, -1.72, -5.13], [2.14, -0.49, -5.39], [1.24, -0.18, -6.37], [0.87, 1.13, -6.18], [1.57, 1.66, -5.04], [2.33, 0.60, -4.61], [2.26, -2.70, -1.02], [3.25, -1.91, -1.88], [3.60, -0.84, -1.44], [3.89, 0.69, -1.20], [2.94, -4.17, -0.92], [2.86, -5.11, -1.92], [3.62, -4.54, 0.24], [4.99, -4.10, 0.25], [2.46, -2.16, 0.28], [3.72, -0.29, 1.76], [2.50, 0.84, 2.54], [3.57, -0.17, 3.50], [1.35, -1.14, 3.51], [2.58, -2.22, 2.85], [1.41, -0.28, 0.57], [1.21, -3.89, 1.48], [0.51, -3.08, 2.67], [0.49, -4.60, -2.18], [0.10, -4.49, -0.47], [-1.65, -3.42, -2.84], [-1.86, -4.92, -1.94], [-2.21, -2.10, -0.91], [-2.26, -3.52, 0.19], [-4.11, -4.35, -1.66], [-3.99, -2.67, -2.19], [-4.41, -2.33, 0.58], [-5.53, -3.67, 0.06], [-5.36, -0.89, -1.15], [-6.17, -2.28, -1.91], [-7.26, -0.50, 0.12], [-7.13, -2.17, 0.81], [-8.20, -2.97, -1.47], [-8.71, -1.28, -1.65], [-9.82, -0.63, 1.15], [-11.27, -1.51, 0.52], [-10.34, -0.48, -0.56], [-0.56, -1.44, -2.66], [1.10, -0.87, -2.68], [0.05, -3.49, -4.02], [0.07, -1.96, -4.84], [1.91, -3.63, -5.37], [2.58, -3.42, -3.76], [3.72, -1.52, -4.48], [3.28, -2.05, -6.10], [0.92, -0.86, -7.15], [0.16, 1.70, -6.77], [1.55, 2.65, -4.60], [3.04, 0.50, -3.80], [3.28, -5.91, -1.57], [5.21, -3.79, 1.28], [5.10, -3.21, -0.38], [5.67, -4.91, -0.02], [-0.36, 5.86, 3.08], [0.78, 5.09, 3.69], [1.80, 4.55, 2.71], [1.16, 3.34, 2.07], [2.99, 3.98, 3.46], [3.94, 4.96, 4.12], [2.17, 5.45, 1.54], [2.83, 6.81, 1.74], [2.01, 7.81, 2.30], [2.34, 8.23, 3.61], [-1.01, 5.22, 2.48], [-0.98, 6.27, 3.88], [-0.04, 6.70, 2.46], [0.38, 4.22, 4.23], [1.31, 5.68, 4.44], [0.89, 2.63, 2.85], [1.87, 2.89, 1.39], [0.27, 3.65, 1.53], [3.55, 3.37, 2.74], [2.57, 3.32, 4.22], [4.60, 5.44, 3.40], [4.61, 4.39, 4.77], [3.44, 5.70, 4.74], [1.24, 5.60, 1.00], [2.82, 4.84, 0.92], [3.04, 7.15, 0.72], [3.81, 6.78, 2.21], [3.42, 8.23, 3.78], [1.84, 7.61, 4.36], [1.97, 9.24, 3.74]],
  "mulliken_charge": [-0.82, -0.92, 0.68, -0.70, 1.00, -0.64, -0.68, 0.54, -0.27, -0.15, -0.25, -0.68, 1.45, -0.99, -1.67, 0.23, -1.23, -0.29, -0.79, -0.50, -0.53, -0.42, -0.66, -1.25, -1.28, -0.12, -1.12, 0.36, -0.50, -0.58, -0.76, -0.14, -0.59, -0.07, 0.38, -0.38, 1.82, -0.82, -0.50, -0.76, -0.92, 0.13, -0.19, 0.49, 0.49, 0.54, -0.05, 0.25, 0.36, 0.45, 0.69, 0.24, 0.53, 0.10, 0.21, 0.34, 0.43, 0.23, 0.36, 0.26, 0.41, 0.31, 0.37, 0.36, 0.27, 0.25, 0.25, 0.31, 0.55, 0.63, 0.62, 0.53, 0.73, -0.35, 0.43, 0.34, 0.45, 0.41, 0.43, 0.21, 0.27, 0.21, 0.24, 0.31, -1.36, -0.44, 0.70, -1.60, -0.35, -1.35, -0.71, -0.70, -0.40, -0.57, 0.37, 0.43, 0.27, 0.39, 0.48, 0.54, 0.63, 0.44, 0.39, 0.41, 0.33, 0.45, 0.27, 0.54, 0.46, 0.41, 0.28, 0.33, 0.17, 0.27]
}